This record from the OMol25 dataset describes a molecular structure, C37H34FN4Ti. The level of theory is ωB97M-V with the def2-TZVPD basis set.

Its spin multiplicity is 2. Its expectation value of S² is 0.781. The value obtained for the gap between HOMO and LUMO (alpha / beta) is 7.2 / 7.7 eV.

CARTESIAN COORDINATES (ANGSTROEM)
Ti -0.318 -0.311 -0.497
C 2.786 -1.654 -2.953
C 2.536 -0.190 -2.562
C 1.095 0.232 -2.883
C 3.009 0.172 -1.157
C 4.080 1.056 -1.088
C 4.602 1.462 0.125
C 4.024 1.002 1.292
C 2.929 0.142 1.288
C 2.376 -0.208 2.667
C 2.701 -1.644 3.092
C 0.888 0.085 2.867
C 2.430 -0.308 0.044
N 1.296 -1.155 -0.060
C 1.364 -2.514 -0.200
C 2.438 -3.335 0.178
C 2.370 -4.709 0.027
C 1.249 -5.325 -0.515
C 0.193 -4.539 -0.955
C 0.288 -3.182 -0.803
F -0.708 -2.370 -1.366
H 2.800 -1.744 -4.040
H 2.015 -2.321 -2.575
H 3.748 -1.995 -2.568
H 3.160 0.410 -3.228
H 0.351 -0.341 -2.307
H 0.892 0.040 -3.937
H 0.954 1.294 -2.689
H 4.512 1.435 -2.006
H 5.442 2.143 0.158
H 4.418 1.339 2.244
H 2.910 0.453 3.354
H 2.088 -2.361 2.545
H 2.498 -1.770 4.157
H 3.753 -1.874 2.915
H 0.268 -0.687 2.426
H 0.615 1.051 2.433
H 0.664 0.120 3.936
H 3.322 -2.871 0.595
H 3.212 -5.316 0.336
H 1.201 -6.400 -0.613
H -0.679 -4.969 -1.431
C 0.360 5.337 0.427
C -0.953 5.113 0.047
C -1.395 3.849 -0.317
C -0.520 2.758 -0.295
C 0.817 3.006 0.068
C 1.246 4.268 0.427
N -0.824 1.446 -0.652
N -2.130 0.938 -0.913
C -4.245 0.044 0.029
C -4.979 -1.061 0.162
C -4.584 -2.362 0.642
C -3.375 -2.739 1.102
C -2.135 -1.999 1.103
C -1.832 -0.734 0.729
H 0.693 6.326 0.712
H -1.654 5.939 0.034
H -2.426 3.721 -0.607
H 1.512 2.177 0.056
H 2.281 4.418 0.709
H -6.039 -0.957 -0.054
H -5.374 -3.103 0.666
H -3.289 -3.766 1.441
H -1.283 -2.625 1.374
N -7.410 1.610 -0.209
C -6.265 1.522 -0.204
C -4.817 1.431 -0.225
C -4.227 1.906 -1.551
C -2.941 1.658 -1.796
C -2.802 0.354 0.345
C -3.003 1.556 1.262
C -4.123 2.185 0.916
H -4.856 2.413 -2.268
H -2.444 2.015 -2.690
H -2.270 1.891 1.982
H -4.490 3.126 1.301

---

This record from the OMol25 dataset describes C4H3NO in the gas phase. The level of theory is ωB97M-V with the def2-TZVPD basis set.

The value obtained for the gap between HOMO and LUMO is 8.8 eV. The SMILES is O=C1C=CN=C1.

CARTESIAN COORDINATES (ANGSTROEM)
O 2.035 0.012 0.008
C 0.819 0.030 0.006
C -0.128 1.174 -0.008
C -1.343 0.658 0.010
N -1.362 -0.784 -0.012
C -0.142 -1.158 -0.007
H 0.191 2.191 -0.076
H -2.304 1.179 0.078
H 0.133 -2.197 0.009

---

This record from the OMol25 dataset describes a molecular structure, C28H36N4Tl. The level of theory is ωB97M-V with the def2-TZVPD basis set.

The value obtained for the gap between HOMO and LUMO is 4.2 eV. Its net charge is -1.

CARTESIAN COORDINATES (ANGSTROEM)
Tl -0.706 0.429 1.271
N -0.510 2.032 3.185
N 1.502 1.811 0.463
C -2.381 -0.527 -1.134
C -2.379 0.897 -1.305
C -3.001 1.478 -0.158
C -2.994 2.917 0.193
H -2.350 3.496 -0.482
H -2.637 3.091 1.224
H -4.003 3.344 0.124
C -3.393 0.418 0.716
C -3.818 0.603 2.122
H -4.904 0.638 2.252
H -3.418 1.541 2.526
H -3.446 -0.213 2.757
C -3.031 -0.820 0.102
C -3.027 -2.145 0.766
H -2.945 -2.042 1.856
H -2.191 -2.761 0.410
H -3.940 -2.718 0.574
C -1.621 1.671 -2.309
H -2.262 2.434 -2.771
H -1.238 1.036 -3.117
H -0.759 2.199 -1.857
C -1.613 -1.503 -1.938
H -0.974 -2.137 -1.300
H -0.954 -1.005 -2.655
H -2.268 -2.172 -2.510
C -0.711 2.158 4.508
H -1.649 1.765 4.941
C 0.243 2.813 5.312
H 0.045 2.881 6.388
C 1.382 3.359 4.714
H 2.151 3.845 5.329
C 1.533 3.290 3.333
H 2.379 3.713 2.805
C 0.526 2.664 2.561
C 0.566 2.613 1.124
H -0.116 3.195 0.496
C 1.112 0.636 -0.171
C 2.846 2.085 0.158
H 3.373 2.940 0.545
C 3.300 1.059 -0.577
H 4.264 0.871 -0.972
N 2.228 0.152 -0.759
C 2.223 -1.025 -1.622
C 1.899 -0.883 -2.972
C 1.848 -2.015 -3.795
H 1.605 -1.893 -4.853
C 2.068 -3.295 -3.287
C 2.054 -4.500 -4.178
H 1.170 -5.134 -4.015
H 2.938 -5.126 -3.990
H 2.071 -4.200 -5.232
C 2.297 -3.423 -1.920
H 2.417 -4.423 -1.494
C 2.354 -2.304 -1.078
C 2.568 -2.508 0.376
H 3.500 -2.056 0.734
H 2.621 -3.585 0.571
H 1.737 -2.105 0.964
C 1.619 0.449 -3.576
H 2.518 0.902 -4.017
H 1.201 1.143 -2.846
H 0.889 0.320 -4.385
N -0.020 -1.385 2.790
H -0.604 -1.385 3.636
H 0.954 -1.314 3.115
H -0.138 -2.284 2.339

---

This record from the OMol25 dataset describes a molecular structure, KO8S2. The level of theory is ωB97M-V with the def2-TZVPD basis set.

The value obtained for the gap between HOMO and LUMO is 3.1 eV. Its net charge is -3.

CARTESIAN COORDINATES (ANGSTROEM)
K -1.750 0.123 -1.522
S -1.399 -2.181 0.917
O -0.393 -2.357 1.974
O -2.155 -0.888 1.062
O -0.777 -2.217 -0.445
O -2.400 -3.300 0.984
S 1.797 2.134 -0.595
O 2.489 2.393 -1.892
O 2.014 3.306 0.318
O 0.305 2.085 -0.851
O 2.269 0.902 0.050

---

This record from the OMol25 dataset describes C4H4OS2 in the gas phase. The level of theory is ωB97M-V with the def2-TZVPD basis set.

The value obtained for the gap between HOMO and LUMO (alpha / beta) is 7.4 / 6.8 eV.

CARTESIAN COORDINATES (ANGSTROEM)
C -1.054 -1.767 -0.494
C -2.987 0.144 0.042
C -0.191 -0.780 0.236
C -0.286 0.685 -0.109
O -1.396 -2.813 -0.155
S -4.476 -0.369 0.072
S -2.084 1.461 0.017
H -0.533 -0.992 1.348
H 0.950 -0.984 0.050
H 0.374 1.363 0.490
H -0.140 0.892 -1.188

---

This record from the OMol25 dataset describes 14 unconnected molecules or ions with the total composition C53H147N13O14. The level of theory is ωB97M-V with the def2-TZVPD basis set.

The value obtained for the gap between HOMO and LUMO is 8.9 eV.

CARTESIAN COORDINATES (ANGSTROEM)
C 0.814 -3.794 5.994
C 1.396 -2.588 5.283
C 1.013 -1.145 5.890
O 1.179 -0.239 4.751
C 1.186 1.209 4.982
N 2.827 -2.989 5.280
H 1.182 -3.822 7.020
H 0.945 -4.712 5.420
H -0.268 -3.788 6.121
H 1.066 -2.643 4.246
H 1.549 -0.750 6.753
H -0.040 -1.170 6.172
H 1.529 1.652 4.047
H 1.810 1.539 5.813
H 0.134 1.331 5.240
H 3.157 -2.800 6.216
H 3.197 -2.250 4.699
C 0.340 -4.258 -1.774
C -0.139 -5.316 -2.787
C 0.280 -5.214 -4.208
O -0.131 -4.113 -4.817
C 0.777 -3.342 -5.526
N 0.135 -6.599 -2.159
H -0.119 -4.419 -0.798
H 0.092 -3.299 -2.231
H 1.426 -4.178 -1.741
H -1.218 -5.277 -2.637
H -0.172 -6.032 -4.769
H 1.352 -5.397 -4.150
H 1.530 -3.066 -4.788
H 0.244 -2.488 -5.945
H 1.329 -3.928 -6.261
H 1.081 -6.923 -2.306
H -0.453 -7.251 -2.659
C -1.949 4.640 7.814
C -0.572 4.719 7.069
C -0.751 4.624 5.574
O -1.585 3.530 5.317
C -1.883 3.297 3.909
N 0.187 5.909 7.462
H -1.761 4.542 8.883
H -2.618 3.817 7.563
H -2.553 5.547 7.782
H -0.012 3.850 7.411
H 0.276 4.560 5.214
H -1.116 5.570 5.174
H -0.998 3.292 3.272
H -2.567 4.104 3.647
H -2.492 2.394 3.892
H -0.484 6.649 7.312
H 0.365 5.895 8.457
C -3.276 0.332 1.266
C -2.636 -1.011 0.919
C -3.711 -2.128 1.072
O -4.432 -2.141 2.285
C -3.801 -2.465 3.569
N -2.238 -0.900 -0.435
H -2.481 1.075 1.335
H -3.723 0.403 2.258
H -3.961 0.690 0.498
H -1.817 -1.280 1.587
H -3.326 -3.130 0.884
H -4.390 -2.085 0.221
H -3.473 -3.478 3.336
H -4.618 -2.497 4.290
H -2.988 -1.796 3.851
H -3.016 -0.756 -1.063
H -1.752 -1.770 -0.597
C 3.873 3.265 -1.548
C 5.257 2.647 -1.317
C 5.164 1.521 -0.185
O 5.362 1.854 1.181
C 4.475 2.851 1.741
N 5.488 1.882 -2.449
H 3.985 4.229 -2.045
H 3.429 3.672 -0.640
H 3.262 2.539 -2.086
H 6.044 3.307 -0.955
H 5.924 0.764 -0.377
H 4.264 0.907 -0.223
H 4.706 3.892 1.515
H 4.559 2.927 2.825
H 3.453 2.575 1.483
H 6.478 1.689 -2.503
H 5.256 2.569 -3.152
C 6.703 -0.681 5.144
C 5.465 0.199 5.291
C 5.704 1.698 5.382
O 4.519 2.310 5.966
C 4.556 3.756 5.990
N 4.560 -0.180 4.232
H 7.070 -0.568 4.124
H 6.454 -1.733 5.286
H 7.464 -0.358 5.854
H 5.006 0.020 6.264
H 6.006 2.165 4.444
H 6.590 1.898 5.984
H 4.782 4.187 5.014
H 5.318 4.141 6.667
H 3.621 4.157 6.382
H 3.616 -0.081 4.577
H 4.716 0.457 3.464
C -7.638 1.804 4.981
C -7.538 2.577 3.635
C -6.009 2.739 3.096
O -6.221 3.070 1.759
C -4.944 3.467 1.204
N -8.313 1.905 2.628
H -7.191 0.810 4.990
H -8.681 1.576 5.203
H -7.315 2.501 5.754
H -8.081 3.500 3.843
H -5.404 1.849 3.270
H -5.671 3.673 3.543
H -4.700 4.481 1.521
H -4.997 3.526 0.117
H -4.153 2.770 1.480
H -9.209 1.892 3.094
H -8.005 0.947 2.714
C -2.370 0.564 -6.758
C -2.011 -0.552 -5.769
C -0.903 -0.136 -4.745
O 0.245 0.059 -5.442
C 1.340 0.585 -4.722
N -3.332 -0.778 -5.053
H -2.850 1.464 -6.374
H -2.986 0.113 -7.535
H -1.531 0.925 -7.353
H -1.669 -1.458 -6.270
H -0.800 -0.970 -4.051
H -1.043 0.757 -4.136
H 1.604 -0.111 -3.926
H 1.051 1.500 -4.206
H 2.221 0.914 -5.272
H -3.981 -1.402 -5.511
H -3.247 -1.029 -4.078
C -1.974 4.059 -2.251
C -1.865 4.666 -0.833
C -0.425 4.718 -0.278
O -0.419 4.726 1.209
C 0.858 4.569 1.844
N -2.522 5.926 -0.851
H -1.543 3.068 -2.394
H -1.264 4.615 -2.863
H -3.004 4.098 -2.605
H -2.497 3.950 -0.306
H 0.064 5.603 -0.687
H 0.016 3.821 -0.712
H 0.687 4.928 2.859
H 1.603 5.087 1.239
H 1.106 3.513 1.945
H -2.711 6.329 0.056
H -1.788 6.544 -1.166
C -6.085 -3.387 -3.513
C -5.105 -3.342 -2.374
C -3.981 -4.344 -2.608
O -4.441 -5.660 -2.547
C -3.529 -6.674 -2.198
N -4.567 -2.017 -2.399
H -6.838 -2.603 -3.430
H -6.673 -4.304 -3.536
H -5.709 -3.316 -4.534
H -5.599 -3.431 -1.406
H -3.244 -4.106 -1.841
H -3.396 -4.296 -3.526
H -2.733 -6.785 -2.934
H -3.973 -7.669 -2.185
H -3.038 -6.523 -1.236
H -5.330 -1.516 -2.833
H -4.815 -1.683 -1.479
C 4.838 -1.275 -4.372
C 5.711 -2.304 -3.717
C 6.440 -3.239 -4.726
O 5.578 -4.205 -5.390
C 6.013 -5.207 -6.263
N 6.663 -1.694 -2.791
H 5.371 -0.456 -4.856
H 4.268 -0.831 -3.556
H 4.127 -1.783 -5.024
H 4.954 -2.959 -3.286
H 7.175 -3.852 -4.205
H 6.989 -2.644 -5.455
H 6.603 -4.724 -7.042
H 5.247 -5.762 -6.806
H 6.628 -5.981 -5.805
H 6.416 -0.766 -2.479
H 7.430 -1.569 -3.436
C -6.305 2.567 -6.681
C -6.337 1.861 -5.290
C -6.669 0.355 -5.235
O -8.006 0.001 -5.640
C -8.904 -0.343 -4.540
N -5.061 2.059 -4.694
H -7.345 2.437 -6.979
H -5.524 2.272 -7.382
H -6.170 3.649 -6.652
H -6.938 2.550 -4.696
H -6.340 -0.128 -4.316
H -5.924 -0.062 -5.913
H -8.949 0.471 -3.816
H -8.515 -1.226 -4.034
H -9.885 -0.461 -4.999
H -5.082 1.644 -3.774
H -4.492 1.468 -5.285
C 8.629 -0.797 0.491
C 7.876 -2.130 0.619
C 6.386 -1.916 0.874
O 5.960 -3.149 1.472
C 4.675 -3.029 2.052
N 8.098 -3.050 -0.522
H 8.803 -0.367 1.477
H 8.226 -0.139 -0.279
H 9.656 -0.898 0.141
H 8.264 -2.521 1.560
H 5.721 -1.654 0.051
H 6.357 -1.124 1.621
H 4.734 -2.258 2.821
H 4.424 -3.950 2.579
H 3.885 -2.811 1.333
H 7.747 -2.606 -1.359
H 7.494 -3.845 -0.367
C 0.704 0.584 -0.432
O -0.435 1.470 -0.777
H 1.050 0.067 -1.327
H 1.548 1.135 -0.017
H 0.343 -0.225 0.203
H -1.088 0.831 -1.069

---

Number 1: calculated total energy -70709.8254 eV. Number 2: calculated total energy -7732.4050 eV. Number 3: calculated total energy -40270.6471 eV. Number 4: calculated total energy -54373.0146 eV. Number 5: calculated total energy -27926.7384 eV. Number 6: calculated total energy -105366.7820 eV.